The following is a DFT calculation (ωB97M-V/def2-TZVPD) of a 3-piece molecular cluster, C15H27NO8S2 overall.

Geometry (Å):
C -1.193 0.001 1.169
C -1.433 1.242 0.347
C -0.637 1.626 -0.704
C -0.948 2.759 -1.393
C -2.043 3.520 -1.102
C -2.856 3.147 -0.062
C -4.102 3.941 0.299
O -4.899 3.341 1.319
C -5.729 2.351 0.909
N -5.468 1.666 -0.305
O -6.677 2.061 1.618
C -2.526 2.021 0.640
H -0.143 -0.248 1.304
H -1.701 0.127 2.125
H -1.682 -0.848 0.678
H 0.223 1.020 -0.966
H -0.304 3.075 -2.206
H -2.272 4.402 -1.689
H -3.756 4.901 0.688
H -4.660 4.163 -0.612
H -6.325 1.285 -0.675
H -4.791 0.936 -0.120
H -3.163 1.741 1.475
O 1.916 -1.015 -2.349
S 2.137 -0.574 -3.694
O 1.380 0.502 -4.250
O 2.051 -1.828 -4.669
C 0.861 -2.640 -4.622
C -0.318 -1.977 -5.307
C 3.850 -0.235 -3.919
H 0.624 -2.898 -3.588
H 1.111 -3.566 -5.138
H -0.637 -1.085 -4.769
H -1.163 -2.664 -5.356
H -0.050 -1.668 -6.318
H 4.429 -1.067 -3.528
H 4.076 0.676 -3.368
H 4.042 -0.088 -4.978
O 4.025 -0.199 3.789
S 3.011 -1.108 3.351
O 1.632 -0.736 3.371
O 3.188 -2.490 4.125
C 3.217 -2.459 5.565
C 1.839 -2.255 6.165
C 3.412 -1.703 1.743
H 3.917 -1.695 5.909
H 3.612 -3.425 5.876
H 1.448 -1.266 5.930
H 1.881 -2.354 7.250
H 1.135 -2.986 5.766
H 4.451 -2.020 1.733
H 3.260 -0.882 1.045
H 2.748 -2.528 1.498

HOMO energy ... -0.3269 hartree
Charge ... 0
LUMO level ... 0.33 eV
Structure (SMILES) ... Cc1cccc(COC(N)=O)c1.CCOS(C)(=O)=O.CCOS(C)(=O)=O
Kohn-Sham gap ... 9.230 eV

The following is a DFT calculation (ωB97M-V/def2-TZVPD) of C32H46BrCdN3P2 as an isolated structure.

Geometry (Å):
N -6.348 4.549 -4.729
C -6.187 5.018 -3.493
C -5.289 4.434 -2.587
C -4.526 3.301 -2.975
C -4.687 2.857 -4.316
C -5.641 3.496 -5.132
C -3.549 2.725 -2.024
Cd -0.722 0.110 0.138
P 4.833 -0.915 0.069
C -2.684 1.675 -2.275
C -1.396 1.598 -1.598
C -0.143 1.376 -2.272
C 0.919 2.253 -2.013
C 0.860 3.126 -0.899
C -0.211 3.082 0.020
C -1.282 2.176 -0.234
Br 2.323 4.187 -0.493
H -3.479 3.289 -1.074
H -2.896 1.022 -3.141
H -5.146 4.886 -1.607
H -4.041 2.080 -4.724
H -6.782 5.886 -3.199
H -5.819 3.144 -6.148
H -0.064 0.573 -3.018
H -2.178 2.157 0.404
H 1.769 2.293 -2.700
H -0.255 3.753 0.861
P -0.486 -2.489 -0.203
C 4.352 0.836 0.252
C 5.604 1.688 -0.001
H 3.973 0.960 1.279
H 3.544 1.061 -0.459
H 5.438 2.736 0.267
H 6.452 1.311 0.589
H 5.889 1.651 -1.060
C 4.224 -1.513 -1.541
C 5.229 -2.433 -2.251
H 4.040 -0.610 -2.140
H 3.271 -2.028 -1.356
H 4.930 -2.584 -3.295
H 6.239 -2.006 -2.254
H 5.280 -3.423 -1.783
C 3.998 -1.878 1.366
C 4.941 -2.173 2.542
H 3.658 -2.814 0.893
H 3.129 -1.283 1.682
H 4.474 -2.896 3.217
H 5.895 -2.597 2.204
H 5.156 -1.267 3.118
C -0.421 -3.822 1.085
C -1.555 -4.833 1.142
H -0.301 -3.323 2.057
H 0.523 -4.348 0.886
H -2.460 -4.414 1.593
H -1.808 -5.262 0.166
H -1.244 -5.664 1.784
C 0.569 -3.239 -1.509
C 0.333 -2.824 -2.946
H 0.448 -4.321 -1.384
H 1.597 -3.005 -1.194
H -0.676 -3.065 -3.285
H 0.527 -1.760 -3.091
H 1.034 -3.374 -3.577
C -2.216 -2.541 -0.883
C -3.229 -1.896 0.062
H -2.463 -3.590 -1.089
H -2.192 -2.021 -1.854
H -4.160 -1.709 -0.481
H -3.450 -2.537 0.924
H -2.896 -0.916 0.449
N -1.753 -0.680 4.424
C -1.493 -0.870 3.121
N -0.857 0.189 2.607
C -0.648 1.101 3.655
C 0.166 2.238 3.794
C 0.129 2.915 5.028
C -0.618 2.429 6.124
C -1.299 1.204 6.024
C -1.279 0.578 4.791
H -2.168 -1.344 5.071
H -1.762 -1.786 2.599
H 0.805 2.509 2.947
H 0.692 3.840 5.152
H -0.643 3.016 7.046
H -1.841 0.744 6.854

HOMO energy ... -0.4286 hartree
Charge ... +2
LUMO level ... -6.75 eV
Relative energy (zero: lowest compared OMol25 entry of this formula, charge and spin) ... 10.71 kJ/mol
Kohn-Sham gap ... 4.909 eV

The following is a DFT calculation (ωB97M-V/def2-TZVPD) of one molecule with the formula C5H11NO.

Geometry (Å):
O 1.386 -3.005 -0.921
C 0.574 -2.359 -0.322
C 0.653 -0.863 -0.109
C -0.750 -0.265 -0.271
C -0.824 1.251 -0.143
C -0.637 1.737 1.322
N 1.716 -0.294 -0.893
H -0.286 -2.823 0.177
H 0.900 -0.801 0.954
H -1.390 -0.672 0.513
H -1.187 -0.597 -1.220
H -0.054 1.753 -0.736
H -1.770 1.623 -0.524
H -1.525 2.278 1.651
H -0.471 0.882 1.985
H 0.249 2.348 1.441
H 1.902 -0.846 -1.729
H 1.514 0.653 -1.174

HOMO energy ... -0.3459 hartree
Charge ... 0
LUMO level ... 0.95 eV
Structure (SMILES) ... CCC[C@H](N)C=O
Relative energy (zero: lowest compared OMol25 entry of this formula, charge and spin) ... 117.53 kJ/mol
Kohn-Sham gap ... 10.358 eV

The following is a DFT calculation (ωB97M-V/def2-TZVPD) of C16H15N3O2 as an isolated structure.

Geometry (Å):
C -2.282 -0.607 5.084
H -2.586 -1.330 4.385
H -3.073 0.153 5.012
H -2.626 -1.024 6.027
C -1.048 0.034 4.988
C -0.555 0.560 3.581
O -0.483 1.786 3.355
N -0.462 -0.497 2.626
C -0.181 -0.338 1.240
C -0.090 0.979 0.725
C 0.211 0.824 -0.719
C 0.334 -0.221 -1.546
C 0.272 -1.193 -0.797
C 0.166 -1.553 0.579
H -0.008 -2.417 0.996
H 0.705 -2.224 -1.435
C 0.723 0.119 -2.790
N 0.993 -0.997 -3.643
C 1.019 -0.609 -4.774
C 1.505 -1.076 -6.119
C 1.434 -0.104 -7.205
C 1.540 1.160 -6.979
N 1.151 1.667 -5.703
C 1.157 0.854 -4.764
O 0.468 1.009 -3.501
H 1.436 1.950 -7.616
H 1.727 -0.258 -8.132
H 1.454 -2.253 -6.240
H 0.326 2.024 -1.200
H -0.188 1.859 1.320
H -0.387 -1.549 2.983
C -0.748 0.910 6.032
H -0.887 0.439 7.096
H 0.402 1.292 6.078
H -1.207 1.845 5.870
H -0.210 -1.213 5.187

HOMO energy ... -0.2844 hartree
Charge ... 0
LUMO level ... -0.66 eV
Relative energy (zero: lowest compared OMol25 entry of this formula, charge and spin) ... 1259.23 kJ/mol
Kohn-Sham gap ... 7.081 eV

The following is a DFT calculation (ωB97M-V/def2-TZVPD) of C11H86NO31 as an isolated structure.

Geometry (Å):
C 0.239 -2.527 4.018
C 0.804 -1.987 2.764
C 0.077 -0.861 2.125
C 0.706 -0.012 1.076
N 0.007 1.131 0.465
C 0.999 2.010 -0.464
C 1.712 2.904 0.392
C 0.881 3.019 1.637
C -0.360 2.274 1.433
C -1.180 0.689 -0.207
C -0.924 -0.139 -1.562
C -2.098 -1.073 -1.883
H -0.730 -2.904 3.845
H 0.225 -1.678 4.806
H 0.907 -3.182 4.269
H 0.861 -2.724 1.991
H 1.825 -1.752 3.100
H -0.197 -0.236 2.891
H -1.037 -1.217 1.837
H 1.143 -0.604 0.317
H 1.577 0.471 1.583
H 0.471 2.429 -1.361
H 1.738 1.205 -0.956
H 1.932 3.884 -0.032
H 2.588 2.633 0.701
H 0.516 4.031 1.851
H 1.414 3.034 2.468
H -1.287 2.737 1.016
H -0.913 2.159 2.429
H -1.723 1.466 -0.617
H -1.939 0.103 0.504
H -0.100 -0.826 -1.350
H -0.607 0.479 -2.372
H -2.981 -0.562 -2.075
H -2.533 -1.576 -0.942
H -1.766 -1.691 -2.715
O 2.496 6.273 0.709
H 2.768 6.021 -0.240
H 1.577 6.331 0.413
O 3.859 -1.343 2.602
H 4.682 -1.680 2.387
H 3.345 -2.125 2.394
O 3.158 3.815 4.686
H 3.793 4.230 5.273
H 2.360 3.991 5.129
O -3.893 -2.326 0.977
H -3.174 -3.001 0.790
H -4.458 -2.291 0.316
O -3.692 1.462 2.186
H -4.450 1.419 1.659
H -3.426 0.558 2.561
O 3.114 5.156 -1.884
H 3.254 4.284 -2.250
H 3.859 5.794 -2.113
O -0.107 -5.584 5.633
H -0.967 -4.973 5.425
H 0.149 -4.927 6.309
O -5.691 -0.021 -2.457
H -5.248 0.240 -3.341
H -6.607 0.363 -2.646
O -4.123 -0.075 -3.921
H -4.370 0.362 -4.744
H -4.062 -1.012 -4.063
O -0.617 1.448 5.024
H 0.262 1.478 5.103
H -0.933 0.828 5.642
O 3.713 4.472 2.919
H 3.430 4.382 3.837
H 3.096 5.138 2.655
O 2.799 3.082 -3.592
H 3.508 2.327 -3.417
H 1.921 2.496 -3.645
O 3.490 0.816 1.652
H 3.533 -0.031 2.108
H 4.016 0.878 0.986
O 1.148 -2.117 -2.277
H 0.474 -2.455 -1.657
H 0.933 -2.684 -3.016
O -3.929 -4.529 -2.309
H -4.281 -4.774 -3.211
H -4.246 -3.806 -1.772
O -3.554 4.325 1.848
H -3.028 4.807 2.548
H -3.451 3.384 2.157
O 5.329 0.721 -0.663
H 5.094 1.573 -0.226
H 4.589 0.495 -1.292
O 1.090 -0.889 -4.304
H 1.193 -1.280 -3.418
H 0.997 -1.551 -4.835
O -1.274 -4.464 -3.744
H -1.395 -3.664 -4.404
H -0.785 -5.056 -4.338
O 4.864 3.164 0.633
H 4.347 3.621 1.327
H 4.806 3.799 -0.096
O -0.464 -3.406 -1.494
H -0.625 -3.655 -2.420
H 0.153 -3.998 -1.126
O -4.221 2.781 -0.669
H -4.531 1.876 -0.546
H -3.692 3.016 -0.039
O -2.276 2.335 -3.679
H -3.003 1.660 -3.708
H -1.919 2.489 -4.549
O 3.258 -0.314 -2.068
H 3.529 -0.397 -2.960
H 2.694 -1.141 -1.966
O 0.321 1.734 -3.436
H -0.559 1.719 -3.592
H 0.651 1.044 -3.906
O -5.477 -2.536 -1.347
H -6.355 -2.993 -1.567
H -5.572 -1.772 -1.826
O 3.480 -0.049 5.285
H 2.940 0.825 5.169
H 3.236 -0.466 4.520
O 3.006 -3.459 1.342
H 3.924 -3.471 1.192
H 3.262 -4.300 1.772
O -2.314 -4.474 0.079
H -2.967 -4.328 -0.673
H -1.467 -4.366 -0.416
O 1.531 -4.843 -0.590
H 2.040 -4.361 0.116
H 2.132 -5.193 -1.262
O -4.194 -2.602 -4.532
H -3.306 -2.857 -4.784
H -4.747 -2.477 -5.311

HOMO energy ... -0.4261 hartree
Charge ... +1
LUMO level ... -3.29 eV
Relative energy (zero: lowest compared OMol25 entry of this formula, charge and spin) ... 437.17 kJ/mol
Kohn-Sham gap ... 8.303 eV

The following is a DFT calculation (ωB97M-V/def2-TZVPD) of C25H28N3O4RuSSi2 as an isolated structure.

Geometry (Å):
Ru -0.993 0.250 1.595
N -3.654 -2.258 3.661
C -2.536 -1.591 3.189
S -2.329 0.066 3.656
N -1.727 -2.299 2.461
N -0.562 -1.601 2.062
C 0.465 -2.372 2.185
C 1.925 -2.216 2.075
C 2.585 -3.180 2.860
C 3.954 -3.263 3.004
C 4.747 -2.350 2.331
C 4.143 -1.403 1.527
C 2.754 -1.320 1.367
O 2.246 -0.407 0.513
H -4.427 -1.647 3.865
H -3.892 -3.079 3.124
H 0.196 -3.344 2.588
H 1.965 -3.887 3.397
H 4.389 -4.026 3.635
H 5.826 -2.373 2.417
H 4.772 -0.708 0.988
C 0.210 -1.291 -1.619
Si -0.335 0.224 -0.606
C 0.583 1.280 2.429
C 0.548 1.691 -1.444
C -0.132 2.641 -2.214
C 0.506 3.751 -2.748
C 1.859 3.950 -2.520
C 2.551 3.027 -1.752
C 1.921 1.903 -1.206
Si 3.107 0.800 -0.276
C 4.068 1.826 0.972
C 4.257 -0.023 -1.525
H 0.049 -1.131 -2.689
H -0.371 -2.164 -1.308
H 1.263 -1.526 -1.461
H 1.295 1.731 1.729
H 1.157 0.687 3.153
H 0.148 2.115 3.007
H -1.194 2.522 -2.392
H -0.057 4.462 -3.341
H 2.368 4.815 -2.929
H 3.611 3.196 -1.569
H 5.128 1.908 0.717
H 3.986 1.380 1.964
H 3.648 2.830 1.034
H 5.305 0.241 -1.367
H 3.982 0.275 -2.538
H 4.174 -1.110 -1.463
O -3.311 0.778 -3.668
C -4.388 0.491 -2.910
C -5.640 0.589 -3.519
C -6.788 0.306 -2.806
C -6.715 -0.084 -1.471
C -5.477 -0.187 -0.869
C -4.303 0.097 -1.565
C -3.007 -0.040 -0.836
O -1.952 0.407 -1.481
O -2.958 -0.536 0.282
H -2.524 0.686 -3.091
H -5.679 0.891 -4.557
H -7.751 0.390 -3.294
H -7.616 -0.302 -0.913
H -5.375 -0.488 0.166

HOMO energy (spin up / spin down) ... -0.1281 / -0.1281 hartree
Charge ... -1
LUMO level (spin up / spin down) ... 2.60 / 2.60 eV
Relative energy (zero: lowest compared OMol25 entry of this formula, charge and spin) ... 109.67 kJ/mol
Kohn-Sham gap (spin up / spin down) ... 6.089 / 6.088 eV

Question: Which value of charge does entry 3 give?
Answer: 0